Computed, not measured: C3H8O2 in the gas phase, with ωB97M-V/def2-TZVPD.

```
13
Properties=species:S:1:pos:R:3:forces:R:3:nbo_charge:R:1
C 0.8024 -0.7574 -1.4308 -0.2968 -0.0198 0.2500 -0.619
C -0.0260 0.0422 -0.4042 0.6373 0.4821 0.3600 0.048
O -1.4030 0.1008 -0.5561 -0.4235 1.0226 0.5781 -0.758
C 0.1716 -0.0878 1.0888 -0.9531 1.2555 0.8153 -0.023
O -0.8421 1.2576 1.4495 1.5879 -0.9564 0.5859 -0.818
H 0.5764 -1.8251 -1.4977 -0.1239 0.1273 0.2042 0.212
H 1.8824 -0.6412 -1.2454 -0.3838 -0.0126 0.1112 0.210
H 0.6060 -0.3168 -2.4173 -0.0371 -0.1086 0.2788 0.230
H 0.4090 1.0564 -0.4553 -0.0915 0.2905 -0.6726 0.151
H -1.5173 0.7841 0.3054 -0.3469 -1.5296 -2.3857 0.486
H -0.3354 -0.8495 1.6655 0.0453 -0.3858 -0.2636 0.192
H 1.2304 0.0576 1.3723 -0.8077 0.4885 0.4017 0.197
H -1.5544 1.1791 2.1254 1.1938 -0.6537 -0.2633 0.492
```
Forces are in eV/Å.

## Properties
relative energy (zero: lowest compared OMol25 entry of this formula, charge and spin)	2.622	eV
HOMO-LUMO gap	0.3715	Ha
structure (SMILES)	C[C@@H](O)CO
LUMO level	0.74	eV

Computed, not measured: C3H8O2 in the gas phase, with ωB97M-V/def2-TZVPD.

```
13
Properties=species:S:1:pos:R:3:forces:R:3:nbo_charge:R:1
O -0.4050 2.0925 -0.8935 0.8583 0.8808 1.9604 -0.743
C -0.8259 0.7086 -1.0718 4.7522 0.4424 2.1655 -0.047
C 0.2026 -0.2596 -0.4330 1.0613 -1.1837 -1.7353 -0.471
C 0.4127 -0.4407 1.0353 2.8906 1.2148 2.8068 -0.087
O 0.2034 -1.7970 1.5644 0.5550 1.0870 -1.9207 -0.705
H -0.2542 2.3745 0.1344 -0.7621 -1.6947 -3.8042 0.474
H -1.6708 0.6894 -0.5558 -4.1765 -0.8869 1.7658 0.165
H -0.8775 0.2978 -2.0429 -0.3516 0.9510 -1.5745 0.192
H -0.1180 -1.3025 -0.5976 -0.2513 0.2738 -1.1516 0.213
H 1.2111 -0.1399 -1.0228 -1.7964 -0.1304 1.2202 0.211
H 1.5327 -0.1653 1.2867 -1.9405 -0.4866 -0.3970 0.161
H -0.1404 0.2336 1.6947 -0.3727 -0.1633 -0.2239 0.182
H 0.7293 -2.2914 0.9020 -0.4664 -0.3040 0.8883 0.454
```
Forces are in eV/Å.

## Properties
relative energy (zero: lowest compared OMol25 entry of this formula, charge and spin)	2.522	eV
HOMO-LUMO gap	0.4056	Ha
structure (SMILES)	OCCCO
LUMO level	0.82	eV

Computed, not measured: 2 unconnected molecules or ions with the total composition C3H8O2, with ωB97M-V/def2-TZVPD.

```
13
Properties=species:S:1:pos:R:3:forces:R:3:nbo_charge:R:1
C 1.9993 0.7088 1.1810 -2.5658 1.0562 0.5310 -0.637
C 0.5885 1.0503 0.6148 -0.5489 -0.9874 -1.2180 -0.265
C 0.1327 0.3154 -0.4533 -0.5600 2.5295 1.5183 0.104
O -1.0469 0.6669 -1.0922 -0.7266 -1.8850 0.3087 -0.743
H 2.6127 1.6364 1.0914 0.0811 -1.1923 0.1405 0.218
H 2.2459 -0.1620 0.6008 1.1006 -0.0676 -0.2268 0.210
H 1.8606 0.3659 2.2358 0.4982 0.5453 -0.6409 0.208
H -0.0869 1.8752 1.0234 1.1646 -1.2283 -0.5808 0.211
H 0.6797 -0.4639 -0.9554 0.3989 -0.3332 0.1477 0.154
H -1.6108 -0.1888 -1.1993 1.3903 1.7605 -0.0912 0.500
O -2.4279 -1.6681 -1.1907 1.2416 -0.7528 -2.5842 -0.971
H -2.0976 -2.5613 -1.4961 -0.9596 1.5106 1.3977 0.512
H -2.8493 -1.5748 -0.3601 -0.5145 -0.9555 1.2981 0.500
```
Forces are in eV/Å.

## Properties
relative energy (zero: lowest compared OMol25 entry of this formula, charge and spin)	1.755	eV
HOMO-LUMO gap	0.3209	Ha
structure (SMILES)	C/C=C/O.O
LUMO level	0.42	eV

Computed, not measured: C3H8O2 in the gas phase, with ωB97M-V/def2-TZVPD.

```
13
Properties=species:S:1:pos:R:3:forces:R:3:nbo_charge:R:1
C 1.7305 0.6502 0.4599 0.2753 0.0867 -0.0173 -0.244
O 0.3716 0.3659 0.6826 -0.0345 -0.0060 0.0454 -0.559
C -0.1169 -0.7354 -0.0595 -0.0750 -0.1360 -0.1374 -0.091
C -1.5973 -0.4671 -0.2859 0.0276 -0.3924 0.0872 -0.079
O -1.7694 0.8194 -0.8295 0.0431 0.1979 0.0846 -0.715
H 1.9398 1.6108 0.9369 0.0213 -0.1563 -0.0510 0.194
H 2.3885 -0.1169 0.8927 -0.1070 0.0745 -0.0472 0.168
H 1.9448 0.7298 -0.6166 -0.0209 0.0051 0.1682 0.168
H 0.4002 -0.7906 -1.0295 -0.0715 0.0356 0.1180 0.168
H 0.0476 -1.6812 0.4799 -0.0318 0.1463 -0.0751 0.174
H -2.0035 -1.1892 -1.0015 0.0502 0.0642 0.1247 0.181
H -2.1443 -0.5794 0.6636 0.0791 0.0601 -0.1329 0.160
H -1.1916 1.3839 -0.2932 -0.1558 0.0204 -0.1670 0.475
```
Forces are in eV/Å.

## Properties
relative energy (zero: lowest compared OMol25 entry of this formula, charge and spin)	1.209	eV
HOMO-LUMO gap	0.4114	Ha
structure (SMILES)	COCCO
LUMO level	1.02	eV